[1]
Density functional theory data (ωB97M-V/def2-TZVPD) for C22H42N4O7P2SV as an isolated structure.

Values from the calculation:
HOMO level (spin up / spin down): -0.42928 / -0.42529 hartree
Total charge: +1
Multiplicity: 3
⟨S²⟩: 2.0283
ΔE to the lowest compared entry with this formula, charge and spin: 0.0 kJ/mol
Gap between HOMO and LUMO (spin up / spin down): 9.196 / 9.270 eV
E_LUMO (spin up / spin down): -2.49 / -2.30 eV

Positions of all 79 atoms, in Å:
1 V 0.457 -0.109 0.144
2 C -0.574 -0.057 2.173
3 C 0.651 -0.777 2.317
4 C 1.702 0.172 2.053
5 C 1.056 1.406 1.721
6 C -0.345 1.288 1.839
7 C -1.342 2.428 1.771
8 C -1.125 3.318 0.544
9 C -1.124 3.266 3.042
10 C -2.771 1.890 1.759
11 C 3.222 0.134 2.300
12 C 3.845 1.527 2.095
13 C 3.460 -0.176 3.788
14 C 4.009 -0.845 1.418
15 C 0.607 -2.204 2.890
16 C 0.398 -2.068 4.409
17 C -0.592 -2.983 2.325
18 C 1.828 -3.084 2.617
19 H -1.552 -0.488 2.294
20 H 1.565 2.327 1.484
21 H -0.089 3.660 0.474
22 H -1.757 4.203 0.626
23 H -1.385 2.806 -0.379
24 H -0.126 3.708 3.058
25 H -1.240 2.657 3.940
26 H -1.853 4.077 3.081
27 H -2.947 1.280 0.871
28 H -3.476 2.722 1.740
29 H -2.984 1.295 2.650
30 H 3.424 2.262 2.782
31 H 3.737 1.926 1.083
32 H 4.915 1.461 2.293
33 H 2.913 0.532 4.413
34 H 4.523 -0.078 4.016
35 H 3.154 -1.177 4.071
36 H 4.072 -0.497 0.383
37 H 3.581 -1.841 1.391
38 H 5.032 -0.923 1.789
39 H -0.532 -1.538 4.623
40 H 1.210 -1.522 4.887
41 H 0.338 -3.057 4.865
42 H -1.546 -2.495 2.518
43 H -0.625 -3.962 2.805
44 H -0.493 -3.134 1.250
45 H 2.747 -2.710 3.055
46 H 1.986 -3.226 1.546
47 H 1.646 -4.068 3.051
48 C -3.389 -0.373 -3.555
49 C -2.561 -0.055 -2.316
50 O -3.250 0.784 -1.391
51 P -2.102 -1.531 -1.367
52 O -1.424 -2.608 -2.299
53 O -3.513 -2.127 -0.992
54 O -1.261 -1.229 -0.165
55 P -1.037 0.895 -2.753
56 O -0.255 -0.124 -3.746
57 O -1.349 2.169 -3.402
58 O -0.181 0.860 -1.495
59 H -4.337 -0.835 -3.273
60 H -2.863 -1.062 -4.215
61 H -3.590 0.558 -4.085
62 H -4.175 0.508 -1.350
63 H -0.455 -2.642 -2.156
64 H -3.512 -2.920 -0.439
65 H -0.403 0.119 -4.669
66 C 3.389 2.114 -3.507
67 C 3.064 0.691 -3.267
68 N 3.182 -0.284 -4.108
69 N 2.701 -1.380 -3.447
70 C 2.277 -1.108 -2.219
71 S 1.568 -2.092 -1.036
72 N 2.536 0.213 -2.082
73 N 2.212 0.901 -0.912
74 H 3.853 2.208 -4.485
75 H 4.076 2.497 -2.752
76 H 2.478 2.717 -3.491
77 H 2.658 -2.272 -3.911
78 H 3.061 1.121 -0.400
79 H 1.693 1.741 -1.164

=====

[2]
Density functional theory data (ωB97M-V/def2-TZVPD) for C22H42NOsP3S2 as an isolated structure at a distorted geometry.

Values from the calculation:
HOMO level (spin up / spin down): -0.67391 / -0.75165 hartree
Total charge: +4
Multiplicity: 5
⟨S²⟩: 6.0234
Gap between HOMO and LUMO (spin up / spin down): 5.386 / 5.538 eV
E_LUMO (spin up / spin down): -12.95 / -14.92 eV

Positions of all 71 atoms, in Å:
1 Os -0.045 0.743 -0.331
2 P -0.299 -1.053 -1.621
3 P 1.241 -0.358 1.172
4 P 1.729 1.617 -1.306
5 H -2.458 4.951 -1.291
6 C -1.778 4.131 -1.581
7 C -2.424 3.234 -2.580
8 H -2.557 3.747 -3.561
9 C -1.631 -2.260 -1.249
10 C 1.116 -2.217 -1.862
11 C -0.734 -0.559 -3.322
12 C 1.372 0.630 2.700
13 C 0.823 -2.044 1.832
14 C 3.034 -0.711 0.835
15 C 1.154 2.695 -2.666
16 C 3.103 0.798 -2.221
17 C 2.485 2.815 -0.135
18 H -0.857 4.609 -1.893
19 H -1.972 2.225 -2.674
20 H -2.587 -1.742 -1.103
21 H -1.402 -2.845 -0.350
22 H -1.722 -2.948 -2.102
23 H 1.310 -2.783 -0.941
24 H 2.025 -1.684 -2.163
25 H 0.840 -2.923 -2.658
26 H -1.677 0.006 -3.297
27 H -0.879 -1.469 -3.924
28 H 0.056 0.058 -3.772
29 H 2.406 0.584 3.067
30 H 0.699 0.236 3.470
31 H 1.111 1.675 2.496
32 H 1.730 -2.670 1.834
33 H 0.069 -2.553 1.221
34 H 0.440 -1.968 2.859
35 H 3.473 -1.160 1.739
36 H 3.595 0.202 0.601
37 H 3.147 -1.427 0.010
38 H 2.011 3.281 -3.026
39 H 0.366 3.376 -2.343
40 H 0.757 2.080 -3.483
41 H 3.739 1.558 -2.703
42 H 2.696 0.164 -3.022
43 H 3.746 0.178 -1.587
44 H 2.804 3.713 -0.683
45 H 3.349 2.393 0.395
46 H 1.734 3.118 0.609
47 C -3.839 2.800 -0.318
48 C -2.602 3.162 0.165
49 C -2.390 3.398 1.500
50 C -3.453 3.198 2.385
51 C -4.679 2.690 1.934
52 C -4.865 2.437 0.573
53 S -4.217 2.877 -2.089
54 H -4.619 1.615 -2.154
55 H -1.556 3.462 -0.621
56 H -1.410 3.796 1.775
57 H -3.316 3.514 3.417
58 H -5.489 2.505 2.638
59 H -5.808 2.038 0.194
60 S -2.123 0.251 0.867
61 C -2.154 -0.796 2.262
62 N -1.760 -0.262 3.472
63 C -1.744 -0.992 4.634
64 C -2.130 -2.317 4.598
65 C -2.607 -2.873 3.405
66 C -2.659 -2.097 2.247
67 H -1.470 0.718 3.483
68 H -1.387 -0.474 5.521
69 H -2.071 -2.915 5.509
70 H -2.955 -3.907 3.376
71 H -3.088 -2.447 1.310

=====

[3]
Density functional theory data (ωB97M-V/def2-TZVPD) for C22H42NOsP3SSe as an isolated structure at a distorted geometry.

Values from the calculation:
HOMO level (spin up / spin down): -0.70850 / -0.71130 hartree
Total charge: +4
Multiplicity: 5
⟨S²⟩: 6.0241
Gap between HOMO and LUMO (spin up / spin down): 8.468 / 4.167 eV
E_LUMO (spin up / spin down): -10.81 / -15.19 eV

Positions of all 71 atoms, in Å:
1 Os -0.776 0.033 -0.081
2 P -1.551 1.635 -1.529
3 P -2.807 -0.970 0.474
4 P -0.336 -1.459 -1.785
5 H 8.451 0.416 0.875
6 C 8.498 0.312 -0.215
7 C 8.578 1.385 -1.017
8 H 8.609 2.403 -0.609
9 C -1.858 3.245 -0.734
10 C -3.189 1.377 -2.310
11 C -0.532 2.108 -2.975
12 C -2.577 -2.271 1.744
13 C -4.006 0.129 1.301
14 C -3.844 -1.845 -0.765
15 C 1.330 -1.346 -2.542
16 C -1.408 -1.516 -3.276
17 C -0.396 -3.208 -1.244
18 H 8.538 -0.708 -0.619
19 H 8.663 1.281 -2.105
20 H -0.972 3.599 -0.191
21 H -2.706 3.175 -0.041
22 H -2.110 3.963 -1.525
23 H -3.981 1.312 -1.554
24 H -3.208 0.487 -2.949
25 H -3.379 2.258 -2.938
26 H 0.452 2.453 -2.638
27 H -1.040 2.938 -3.487
28 H -0.398 1.283 -3.686
29 H -3.561 -2.675 2.032
30 H -2.094 -1.844 2.633
31 H -1.952 -3.089 1.361
32 H -5.005 -0.334 1.274
33 H -4.056 1.107 0.803
34 H -3.717 0.284 2.348
35 H -4.731 -2.251 -0.254
36 H -3.309 -2.686 -1.229
37 H -4.188 -1.160 -1.551
38 H 1.344 -1.982 -3.438
39 H 2.094 -1.687 -1.831
40 H 1.552 -0.312 -2.836
41 H -1.023 -2.331 -3.905
42 H -1.362 -0.587 -3.856
43 H -2.452 -1.743 -3.028
44 H -0.241 -3.831 -2.138
45 H -1.359 -3.473 -0.786
46 H 0.411 -3.402 -0.523
47 C 2.646 -1.164 0.846
48 C 3.210 0.008 0.313
49 C 4.585 0.064 0.067
50 C 5.401 -1.023 0.384
51 C 4.842 -2.192 0.910
52 C 3.471 -2.277 1.117
53 Se 0.823 -1.385 1.363
54 H 0.398 0.487 -1.103
55 H 2.563 0.864 0.110
56 H 5.018 0.964 -0.367
57 H 6.477 -0.947 0.224
58 H 5.475 -3.041 1.160
59 H 3.019 -3.191 1.504
60 S -0.071 1.801 1.555
61 C -1.260 1.772 2.778
62 N -2.130 2.840 2.855
63 C -3.132 2.914 3.783
64 C -3.256 1.918 4.722
65 C -2.330 0.869 4.738
66 C -1.340 0.789 3.765
67 H -2.008 3.602 2.182
68 H -3.788 3.774 3.722
69 H -4.051 1.960 5.456
70 H -2.366 0.119 5.526
71 H -0.589 -0.001 3.739

=====

[4]
Density functional theory data (ωB97M-V/def2-TZVPD) for C22H42NP3RuSSe as an isolated structure at a distorted geometry.

Values from the calculation:
HOMO level (spin up / spin down): -0.73238 / -0.74526 hartree
Total charge: +4
Multiplicity: 5
⟨S²⟩: 6.0691
ΔE to the lowest compared entry with this formula, charge and spin: 8.3 kJ/mol
Gap between HOMO and LUMO (spin up / spin down): 7.356 / 5.943 eV
E_LUMO (spin up / spin down): -12.57 / -14.34 eV

Positions of all 71 atoms, in Å:
1 Ru 0.224 -0.007 -0.296
2 P -0.007 1.300 1.554
3 P 1.189 1.513 -1.678
4 P 2.150 -0.917 0.392
5 H -1.910 -2.600 -0.252
6 C -1.197 -2.368 0.555
7 C -1.459 -1.151 1.355
8 H -2.412 -0.639 1.240
9 C -1.659 2.033 1.871
10 C 0.998 2.851 1.551
11 C 0.445 0.704 3.245
12 C 1.492 0.994 -3.405
13 C 0.142 3.008 -1.887
14 C 2.848 2.243 -1.304
15 C 1.942 -2.309 1.555
16 C 3.402 0.071 1.294
17 C 3.123 -1.596 -0.992
18 H -0.963 -3.251 1.164
19 H -1.098 -1.195 2.388
20 H -2.455 1.291 1.772
21 H -1.852 2.841 1.151
22 H -1.680 2.444 2.892
23 H 0.820 3.434 0.640
24 H 2.068 2.624 1.637
25 H 0.702 3.458 2.418
26 H -0.039 -0.248 3.479
27 H 0.099 1.454 3.972
28 H 1.528 0.579 3.359
29 H 2.003 1.777 -3.988
30 H 0.549 0.739 -3.908
31 H 2.127 0.094 -3.414
32 H 0.759 3.908 -2.035
33 H -0.492 3.165 -1.003
34 H -0.505 2.898 -2.769
35 H 3.103 3.042 -2.018
36 H 3.637 1.483 -1.366
37 H 2.861 2.682 -0.301
38 H 2.937 -2.648 1.882
39 H 1.419 -3.145 1.075
40 H 1.372 -1.997 2.443
41 H 4.236 -0.590 1.572
42 H 2.990 0.503 2.213
43 H 3.799 0.879 0.672
44 H 3.864 -2.309 -0.605
45 H 3.653 -0.793 -1.520
46 H 2.463 -2.106 -1.713
47 C 0.485 -4.254 -3.616
48 C -0.346 -4.906 -2.659
49 C -0.476 -6.293 -2.661
50 C 0.216 -7.074 -3.603
51 C 1.066 -6.447 -4.529
52 C 1.211 -5.066 -4.533
53 Se 0.580 -2.433 -3.720
54 H -0.218 -1.976 0.115
55 H -0.890 -4.287 -1.950
56 H -1.127 -6.769 -1.927
57 H 0.094 -8.156 -3.611
58 H 1.617 -7.046 -5.258
59 H 1.859 -4.569 -5.252
60 S -1.668 -0.021 -1.816
61 C -3.000 0.814 -1.140
62 N -3.164 2.151 -1.437
63 C -4.135 2.914 -0.849
64 C -5.048 2.324 -0.007
65 C -4.992 0.939 0.220
66 C -3.990 0.181 -0.387
67 H -2.525 2.577 -2.104
68 H -4.138 3.972 -1.109
69 H -5.832 2.927 0.457
70 H -5.726 0.443 0.854
71 H -3.928 -0.900 -0.298

=====

Which of these has the lowest ⟨S²⟩?
C22H42N4O7P2SV